1.
Computed, not measured: a 17-piece molecular cluster, C3H36N2O16 overall at a distorted geometry, with wB97M-V/def2-TZVPD.

Values from the calculation:
LUMO ... -0.25 eV
Molecular weight ... 356.3 g mol⁻¹
Frontier orbital gap ... 8.5 eV

```
! RIJCOSX wB97M-V def2-TZVPD def2/J DEFGRID3
* xyz 0 1
C -1.96 -2.79 -0.51
C -2.81 -2.61 -1.65
N -3.40 -1.39 -1.61
C -2.94 -0.80 -0.50
N -1.90 -1.52 0.06
H -1.45 -3.77 -0.32
H -2.91 -3.24 -2.51
H -3.22 0.19 -0.15
H -1.42 -1.37 1.03
H 4.13 -2.97 -1.26
H 3.12 -2.58 -0.04
O 3.85 -2.38 -0.56
H 2.90 -0.47 1.30
H 1.57 -0.94 0.70
O 2.06 -0.94 1.51
H 2.75 2.71 0.36
H 2.83 4.16 -0.25
O 2.96 3.22 -0.45
H -2.22 2.71 1.21
H -1.67 2.90 2.58
O -2.43 3.11 2.05
H -0.15 4.62 0.88
H 0.32 3.36 0.27
O -0.10 3.67 1.14
H 0.93 0.91 2.26
H 0.51 1.16 3.78
O 0.27 1.33 2.84
H -2.48 -2.09 2.79
H -2.97 -3.38 1.98
O -2.22 -2.90 2.29
H -1.63 2.49 -1.00
H -1.89 1.96 -2.43
O -2.21 2.55 -1.73
H 4.77 -0.03 1.12
H 4.14 -0.81 0.03
O 4.16 0.09 0.38
H -0.22 -0.47 -0.78
H 1.12 -0.75 -1.59
O 0.69 -0.82 -0.73
H 4.21 0.43 -1.97
H 3.71 1.81 -2.39
O 4.31 1.09 -2.65
H -1.28 0.20 3.11
H -2.75 0.46 2.63
O -1.98 -0.05 2.44
H -3.95 2.86 0.70
H -4.46 1.53 0.10
O -4.72 2.21 0.75
H 0.81 -0.93 -4.12
H 1.81 -1.98 -3.54
O 0.94 -1.66 -3.49
H 1.11 -2.79 0.67
H 1.99 -2.92 1.92
O 1.80 -3.33 1.11
H -0.10 0.36 -3.02
H -1.43 -0.10 -2.15
O -0.89 0.70 -2.59
*
```

2.
Computed, not measured: a 2-piece molecular cluster, C3H6Si overall at a distorted geometry, with wB97M-V/def2-TZVPD.

Values from the calculation:
LUMO (spin up / spin down) ... -0.78 / 0.10 eV
Molecular weight ... 70.2 g mol⁻¹
Frontier orbital gap (spin up / spin down) ... 8.7 / 8.9 eV

```
! RIJCOSX wB97M-V def2-TZVPD def2/J DEFGRID3
* xyz 0 1
C -1.18 0.67 0.39
C -0.04 0.18 0.15
C -1.33 -0.65 -0.16
Si 1.83 -0.07 0.08
H -2.41 2.82 0.21
H -1.52 -1.43 0.50
H -1.69 -0.90 -1.21
H 1.79 -0.81 -1.20
H 2.46 -1.09 1.01
H 2.09 1.27 0.22
*
```

3.
Computed, not measured: C27H19AsN2O2PtS4Se as an isolated structure at a distorted geometry, with wB97M-V/def2-TZVPD.

Values from the calculation:
LUMO ... -1.47 eV
Molecular weight ... 880.7 g mol⁻¹
Frontier orbital gap ... 5.2 eV

```
! RIJCOSX wB97M-V def2-TZVPD def2/J DEFGRID3
* xyz 0 1
Pt -1.59 -1.27 -1.33
O -4.30 -6.82 -4.00
C -3.71 -5.87 -3.55
S -3.07 -5.80 -1.90
C -2.42 -4.18 -2.01
C -2.56 -3.54 -3.18
S -1.89 -1.96 -3.48
S -3.40 -4.38 -4.47
S -1.66 -3.45 -0.63
Se -1.94 1.90 -2.77
N -2.48 0.63 -1.66
C -3.20 1.21 -0.71
C -3.85 0.54 0.38
C -4.53 1.29 1.28
C -4.62 2.73 1.17
C -4.06 3.39 0.14
C -3.33 2.64 -0.85
N -2.74 3.19 -1.90
H -3.81 -0.54 0.43
H -5.03 0.80 2.10
H -5.18 3.27 1.92
H -4.15 4.46 0.02
O 1.06 -0.96 -1.46
As 1.70 -0.16 -0.16
C 3.59 -0.35 -0.04
C 4.45 0.74 0.02
C 5.82 0.54 0.06
C 6.33 -0.75 0.04
C 5.47 -1.85 -0.03
C 4.10 -1.65 -0.07
C 0.96 -0.85 1.47
C 1.75 -1.30 2.52
C 1.16 -1.88 3.63
C -0.22 -2.01 3.69
C -1.02 -1.56 2.65
C -0.42 -0.97 1.55
C 1.33 1.72 -0.20
C 1.70 2.41 -1.35
C 1.41 3.77 -1.46
C 0.74 4.41 -0.43
C 0.35 3.72 0.70
C 0.65 2.36 0.82
H 4.05 1.75 0.05
H 6.49 1.39 0.10
H 7.40 -0.91 0.07
H 5.88 -2.85 -0.05
H 3.43 -2.50 -0.15
H 2.83 -1.20 2.46
H 1.78 -2.24 4.44
H -0.68 -2.48 4.56
H -2.09 -1.67 2.69
H -1.05 -0.64 0.72
H 2.20 1.90 -2.16
H 1.70 4.31 -2.35
H 0.50 5.47 -0.52
H -0.18 4.22 1.50
H 0.36 1.82 1.71
*
```

4.
Computed, not measured: C24H44F3HgN6O12S as an isolated structure at a distorted geometry, with wB97M-V/def2-TZVPD.

Values from the calculation:
LUMO ... -2.50 eV
Molecular weight ... 898.3 g mol⁻¹
Frontier orbital gap ... 2.8 eV

```
! RIJCOSX wB97M-V def2-TZVPD def2/J DEFGRID3
* xyz -1 1
Hg 5.60 4.27 0.06
O 6.41 5.52 -6.45
C 5.31 4.64 -6.71
C 4.32 4.00 -5.56
O 4.17 4.65 -4.28
H 5.63 3.78 -7.32
H 4.64 5.13 -7.41
H 4.39 2.93 -5.35
H 3.38 4.03 -6.12
C 0.31 -0.72 -0.97
F 1.27 -0.97 -1.89
F -0.54 0.14 -1.44
F -0.24 -1.86 -0.67
S 1.01 0.05 0.68
O 2.05 1.00 0.39
O -0.09 0.75 1.44
O 1.59 -1.14 1.34
C 8.70 -0.89 0.32
O 8.03 0.03 -0.10
N 8.21 -2.18 0.54
C 9.00 -3.33 0.62
C 6.85 -2.54 0.56
H 9.79 -0.89 0.45
H 9.08 -3.86 -0.33
H 8.59 -4.10 1.27
H 9.97 -3.03 1.03
H 6.66 -3.03 1.52
H 6.15 -1.73 0.35
H 6.44 -3.28 -0.13
C -8.50 -1.45 -0.61
O -8.92 -1.65 0.52
N -7.23 -1.03 -0.98
C -6.13 -0.83 -0.11
C -6.81 -1.09 -2.33
H -9.19 -1.59 -1.45
H -5.31 -1.53 -0.31
H -6.41 -1.01 0.93
H -5.71 0.16 -0.31
H -7.66 -0.92 -2.99
H -6.09 -0.39 -2.75
H -6.37 -2.07 -2.51
C -1.08 6.63 -7.30
O -0.44 6.87 -6.26
N -1.72 5.49 -7.67
C -2.15 5.38 -9.09
C -1.92 4.37 -6.84
H -0.94 7.36 -8.11
H -3.21 5.62 -9.13
H -2.03 4.36 -9.46
H -1.57 5.97 -9.81
H -2.93 3.94 -6.81
H -1.32 3.52 -7.17
H -1.60 4.67 -5.84
C 1.88 -6.97 4.40
O 0.85 -7.30 3.77
N 2.53 -7.69 5.30
C 3.45 -7.02 6.26
C 1.92 -8.86 5.84
H 2.32 -5.96 4.31
H 3.25 -7.40 7.26
H 3.73 -5.97 6.21
H 4.41 -7.53 6.32
H 1.03 -8.65 6.43
H 1.51 -9.46 5.03
H 2.59 -9.47 6.45
C -3.99 -6.69 -3.01
O -4.04 -7.02 -4.18
N -5.06 -6.49 -2.21
C -4.91 -6.35 -0.77
C -6.39 -6.99 -2.68
H -3.04 -6.59 -2.45
H -5.32 -7.28 -0.37
H -5.69 -5.67 -0.43
H -3.88 -6.33 -0.40
H -6.59 -6.54 -3.65
H -6.23 -8.06 -2.74
H -7.17 -6.57 -2.04
C -0.58 6.34 7.89
C -0.25 6.82 6.64
C -0.22 8.21 6.50
C -0.57 9.08 7.62
C -0.91 8.52 8.85
C -1.01 7.07 8.94
N -0.63 10.53 7.52
O -1.26 11.15 8.31
O -0.01 11.00 6.64
H -0.59 5.26 8.01
H -0.02 6.23 5.77
H -0.04 8.75 5.58
H -1.14 9.09 9.74
H -1.36 6.58 9.83
*
```